Here is an isolated molecule of C24H24O4 at a distorted geometry from OMol25. Energies are from ωB97M-V with the def2-TZVPD basis set.

Computed properties:
* Kohn-Sham gap: 8.38 eV
* relative energy (zero: lowest compared OMol25 entry of this formula, charge and spin): 2.395 eV
* electronic energy: -1229.78134 a.u.
* SMILES: COc1ccc(/C=C/[C@@H](Oc2cccc(OC)c2)c2ccc(OC)cc2)cc1
* net charge: 0

Positions of all 52 atoms, in Å:
C (5.99475, 4.38674, -0.28107)
O (5.95576, 2.95022, -0.32060)
C (4.74714, 2.34494, -0.24362)
C (4.78617, 0.92808, -0.21743)
C (3.62233, 0.21109, -0.08620)
C (2.35860, 0.84975, -0.00598)
C (1.13875, 0.05699, 0.11602)
C (-0.06733, 0.53351, -0.25179)
C (-1.32683, -0.25755, -0.27255)
O (-1.09383, -1.25997, 0.89639)
C (-0.53062, -2.49812, 0.89342)
C (0.21328, -2.92544, 2.02153)
C (0.73621, -4.22492, 2.05698)
C (0.59909, -5.13331, 1.00949)
C (-0.10937, -4.73720, -0.12421)
O (-0.33071, -5.59832, -1.16212)
C (0.63693, -6.66894, -1.37636)
C (-0.68319, -3.42053, -0.17053)
C (-2.57370, 0.64463, -0.00364)
C (-3.82559, 0.05355, 0.12976)
C (-4.99893, 0.79700, 0.03559)
C (-4.93415, 2.20603, -0.10851)
O (-6.13008, 2.84774, -0.28555)
C (-6.15236, 4.27313, -0.29716)
C (-3.66325, 2.83974, -0.02601)
C (-2.50783, 2.04492, 0.13226)
C (2.32977, 2.27490, -0.11116)
C (3.50666, 3.01384, -0.21564)
H (7.06262, 4.61355, -0.29657)
H (5.49868, 4.83376, -1.15664)
H (5.53364, 4.80309, 0.62939)
H (5.73353, 0.40360, -0.27989)
H (3.60594, -0.88465, -0.02361)
H (1.25517, -0.97284, 0.44440)
H (-0.16823, 1.61280, -0.42383)
H (-1.53810, -0.88371, -1.25063)
H (0.42385, -2.21126, 2.83033)
H (1.24204, -4.60187, 2.93726)
H (1.05308, -6.11692, 1.04804)
H (0.32867, -7.14208, -2.30559)
H (1.64143, -6.24263, -1.49616)
H (0.63371, -7.43005, -0.58370)
H (-1.22480, -3.07309, -1.05752)
H (-3.88718, -1.02000, 0.31679)
H (-5.97102, 0.32301, -0.00619)
H (-7.20520, 4.53236, -0.33634)
H (-5.71099, 4.71182, 0.59764)
H (-5.65191, 4.70334, -1.16479)
H (-3.62968, 3.93342, -0.15623)
H (-1.59509, 2.62098, 0.32825)
H (1.39711, 2.84511, -0.06493)
H (3.47502, 4.10976, -0.26079)

=====

Here is a cluster of 8 separate species, C21H52O8 in total at a distorted geometry from OMol25. Energies are from ωB97M-V with the def2-TZVPD basis set.

Computed properties:
* Kohn-Sham gap: 9.78 eV
* relative energy (zero: lowest compared OMol25 entry of this formula, charge and spin): 0.000 eV
* electronic energy: -1433.12422 a.u.
* SMILES: C1CCOC1.C1CCOC1.C1CCOC1.CC(C)O.CC(C)O.CC(C)O.O.O
* net charge: 0

Positions of all 81 atoms, in Å:
C (0.27121, -1.16229, -0.01194)
C (-0.46532, 0.13726, -0.05635)
C (-1.68155, -0.01110, 0.79477)
O (-1.42867, -1.15754, 1.66999)
C (-0.21554, -1.82634, 1.25211)
H (1.35637, -1.08028, -0.07355)
H (-0.07298, -1.79485, -0.83017)
H (-0.69962, 0.36304, -1.09665)
H (0.05487, 1.00759, 0.34367)
H (-2.58671, -0.23392, 0.22985)
H (-1.81032, 0.87917, 1.41035)
H (-0.42587, -2.88421, 1.09470)
H (0.42044, -1.75801, 2.13469)
C (1.41855, 2.40496, -4.08337)
C (1.26417, 3.78034, -4.66985)
C (0.69323, 4.69210, -3.60677)
O (0.66288, 3.80056, -2.46708)
C (1.51462, 2.69709, -2.60631)
H (2.40617, 2.08412, -4.41470)
H (0.59842, 1.80438, -4.47681)
H (0.65998, 3.74212, -5.57627)
H (2.24437, 4.20018, -4.89580)
H (-0.24988, 5.23034, -3.70145)
H (1.43622, 5.44518, -3.34419)
H (1.35273, 1.87569, -1.90834)
H (2.54418, 3.01989, -2.45166)
C (-3.87056, -1.69924, -3.06828)
C (-4.94682, -0.65843, -2.82165)
C (-4.17903, 0.66066, -2.90120)
O (-3.15387, 0.44172, -3.90918)
C (-2.74730, -0.90344, -3.88304)
H (-4.27750, -2.56516, -3.59045)
H (-3.56286, -2.12590, -2.11362)
H (-5.43928, -0.78843, -1.85797)
H (-5.66878, -0.64800, -3.63821)
H (-3.69838, 0.91103, -1.95548)
H (-4.74012, 1.52996, -3.24410)
H (-1.76679, -0.96189, -3.41051)
H (-2.72342, -1.34112, -4.88103)
C (2.16274, 4.72222, 2.12700)
C (1.20750, 4.27266, 1.03408)
C (-0.37123, 4.20239, 1.30637)
O (1.39536, 5.09044, -0.12144)
H (2.32545, 3.95081, 2.87970)
H (1.83753, 5.68665, 2.51714)
H (3.15213, 5.05522, 1.81344)
H (1.32489, 3.24502, 0.69017)
H (-0.93500, 3.78566, 0.47175)
H (-0.82291, 5.15215, 1.59282)
H (-0.38430, 3.47418, 2.11732)
H (0.84229, 4.75672, -0.83162)
C (1.09006, -6.58529, -1.04334)
C (-0.44285, -6.49024, -0.93805)
C (-0.79874, -5.79155, 0.36786)
O (-0.98313, -5.70376, -1.99348)
H (1.39318, -6.63438, -2.08919)
H (1.47452, -7.45307, -0.50737)
H (1.57964, -5.67762, -0.69047)
H (-0.91638, -7.46232, -1.07564)
H (-1.86112, -5.56418, 0.45598)
H (-0.17381, -4.90121, 0.43749)
H (-0.72104, -6.47068, 1.21689)
H (-0.30200, -5.03266, -2.07884)
C (3.05646, -0.28073, 3.54020)
C (3.33920, 0.59489, 4.75801)
C (4.32443, 1.71595, 4.47610)
O (2.17503, 1.27120, 5.18979)
H (2.40480, -1.13135, 3.73993)
H (3.93568, -0.59809, 2.97954)
H (2.45786, 0.30471, 2.84233)
H (3.73271, -0.03519, 5.55566)
H (4.72125, 2.20552, 5.36546)
H (3.96613, 2.54857, 3.87073)
H (5.17421, 1.36287, 3.89187)
H (2.35779, 1.67017, 6.04363)
O (-1.99503, -4.36285, 3.16626)
H (-1.74596, -3.46593, 3.38928)
H (-2.91863, -4.42316, 3.41028)
O (-1.79825, -1.62852, 4.32249)
H (-1.72802, -1.04217, 3.56917)
H (-1.01969, -1.44026, 4.84655)

=====

Here is the ion CH3O2 with charge -1 at a distorted geometry from OMol25. Energies are from ωB97M-V with the def2-TZVPD basis set.

Computed properties:
* Kohn-Sham gap: 7.72 eV
* relative energy (zero: lowest compared OMol25 entry of this formula, charge and spin): 0.478 eV
* electronic energy: -190.35583 a.u.
* SMILES: [O-]CO
* net charge: -1

Positions of all 6 atoms, in Å:
O (0.14239, -0.95212, -1.10118)
C (-0.38415, -0.18959, -0.18845)
O (0.67698, 0.21454, 1.00599)
H (-0.76411, 0.90791, -0.70056)
H (-1.11489, -0.55694, 0.50328)
H (1.44379, 0.57620, 0.48092)

=====

Here is a cluster of 2 separate species, C8H7IN2O in total at a distorted geometry from OMol25. Energies are from ωB97M-V with the def2-TZVPD basis set.

Computed properties:
* Kohn-Sham gap: 9.01 eV
* relative energy (zero: lowest compared OMol25 entry of this formula, charge and spin): 1.683 eV
* electronic energy: -791.36426 a.u.
* net charge: 0

Positions of all 19 atoms, in Å:
C (-1.62567, -0.49395, 1.26346)
C (-2.33294, 0.29477, 0.28115)
C (-0.23392, -0.74559, 1.13663)
C (-1.62778, 0.79165, -0.80414)
C (0.46824, -0.13527, 0.13430)
C (-0.26627, 0.50974, -0.90861)
C (4.53071, -0.65765, 1.05921)
C (1.89900, -0.31765, -0.28462)
N (0.61452, 0.87360, -1.96201)
N (1.86131, 0.32165, -1.44900)
O (5.34857, -0.75358, 1.90729)
I (4.91489, -1.51488, -0.78265)
H (-2.08639, -0.67833, 2.14412)
H (-3.31573, 0.43181, 0.40417)
H (0.18308, -1.42737, 1.93532)
H (-1.95989, 1.49906, -1.44702)
H (3.55176, -0.25112, 1.05609)
H (0.35639, 0.31398, -2.76762)
H (2.68786, 0.37675, -2.08186)

=====

Here is a structure of composition C8H22ClN2O2Pd2 at a distorted geometry from OMol25. Energies are from ωB97M-V with the def2-TZVPD basis set.

Computed properties:
* Kohn-Sham gap (spin up / spin down): 7.71 / 5.23 eV
* relative energy (zero: lowest compared OMol25 entry of this formula, charge and spin): 0.000 eV
* electronic energy: -1292.73311 a.u.
* multiplicity: 5
* <S²>: 6.010
* net charge: +3

Positions of all 37 atoms, in Å:
Pd (-3.42738, 4.69469, -25.09170)
Pd (-6.79388, 2.25442, -23.48165)
Cl (-5.80643, 3.67687, -25.30557)
C (-4.38704, -1.07186, -25.06432)
C (-5.36828, 0.06327, -24.86791)
C (-6.82063, -0.28254, -25.12411)
O (-7.70255, 0.76430, -24.72825)
C (-9.10146, 0.47774, -24.99495)
N (-5.24219, 0.76213, -23.53030)
H (-4.37416, -1.35483, -26.11571)
H (-4.54098, -1.94591, -24.43308)
H (-3.38828, -0.67884, -24.85047)
H (-5.14361, 0.80783, -25.63828)
H (-7.09796, -1.24503, -24.67185)
H (-6.91960, -0.51876, -26.19102)
H (-9.25078, 0.58963, -26.07041)
H (-9.70152, 1.25817, -24.53274)
H (-9.38723, -0.51339, -24.65584)
H (-5.03585, 0.03612, -22.83596)
H (-4.36370, 1.28098, -23.57104)
C (-5.78145, 4.65336, -29.59385)
C (-6.67976, 5.85325, -29.34579)
C (-8.21410, 5.43483, -29.36611)
O (-8.93813, 6.56786, -29.10585)
C (-10.37222, 6.44812, -29.37388)
N (-6.52813, 6.36003, -28.03532)
H (-5.91398, 4.26581, -30.60002)
H (-5.99695, 3.85335, -28.88113)
H (-4.74987, 4.98318, -29.47469)
H (-6.55228, 6.62194, -30.10654)
H (-8.40521, 4.56105, -28.72355)
H (-8.35642, 5.05280, -30.39291)
H (-10.85466, 6.09047, -28.46772)
H (-10.55990, 5.77553, -30.20926)
H (-10.68806, 7.45477, -29.61684)
H (-7.16029, 7.14634, -27.83951)
H (-6.51632, 5.67575, -27.26711)

=====

Here is a structure of composition C5H7NO2 at a distorted geometry from OMol25. Energies are from ωB97M-V with the def2-TZVPD basis set.

Computed properties:
* Kohn-Sham gap (spin up / spin down): 6.81 / 6.80 eV
* relative energy (zero: lowest compared OMol25 entry of this formula, charge and spin): 4.564 eV
* electronic energy: -399.79784 a.u.
* net charge: 0

Positions of all 15 atoms, in Å:
C (-1.51431, -0.92097, 1.26872)
N (0.04751, 0.24531, -1.95037)
C (0.89835, 0.66848, -1.00279)
C (0.27712, 0.67655, 0.33368)
C (-0.52155, -0.39996, 0.29607)
C (-0.24649, -1.00545, -1.06303)
O (2.17880, 0.96859, -1.26072)
O (0.47431, 1.74496, 1.17791)
H (2.60555, 1.26730, -0.44429)
H (0.03321, 1.56696, 2.01759)
H (0.47029, 0.04245, -2.85082)
H (0.64717, -1.63811, -1.06136)
H (-1.75915, -0.19671, 2.05096)
H (-1.15554, -1.83588, 1.74814)
H (-2.43528, -1.18353, 0.74029)

=====

Question: Which formula does entry 4 have?
Answer: C8H7IN2O

=====

What did the sixth record say?
Here is a structure of composition C5H7NO2 at a distorted geometry from OMol25. Energies are from ωB97M-V with the def2-TZVPD basis set.

Computed properties:
* Kohn-Sham gap (spin up / spin down): 6.81 / 6.80 eV
* relative energy (zero: lowest compared OMol25 entry of this formula, charge and spin): 4.564 eV
* electronic energy: -399.79784 a.u.
* net charge: 0

Positions of all 15 atoms, in Å:
C (-1.51431, -0.92097, 1.26872)
N (0.04751, 0.24531, -1.95037)
C (0.89835, 0.66848, -1.00279)
C (0.27712, 0.67655, 0.33368)
C (-0.52155, -0.39996, 0.29607)
C (-0.24649, -1.00545, -1.06303)
O (2.17880, 0.96859, -1.26072)
O (0.47431, 1.74496, 1.17791)
H (2.60555, 1.26730, -0.44429)
H (0.03321, 1.56696, 2.01759)
H (0.47029, 0.04245, -2.85082)
H (0.64717, -1.63811, -1.06136)
H (-1.75915, -0.19671, 2.05096)
H (-1.15554, -1.83588, 1.74814)
H (-2.43528, -1.18353, 0.74029)